C25H35N2Pb | ωB97M-V/def2-TZVPD

Its frontier orbital gap (alpha / beta) is 0.181 / 0.218 Eh. The calculation puts the total energy at -1275.63754 hartree. The energy above the lowest of the compared OMol25 structures with the same formula, charge and spin is 0.00 kcal per mole. The calculation puts the LUMO energy (alpha / beta) at -0.179 / -0.139 Eh.

The geometry in ORCA input format:
```
! RIJCOSX wB97M-V def2-TZVPD def2/J DEFGRID3
* xyz 1 1
H -2.2884 2.4367 -2.6985
H 4.3381 -0.8487 -3.1663
C 1.5486 -1.2143 3.5802
C 4.0977 2.1170 0.2356
H 4.6189 3.0356 0.5554
H 3.1402 -1.8456 2.3421
C -0.1465 -1.6909 4.9429
H -4.0628 -0.0840 1.7000
H -3.2620 1.5797 -3.9052
C -2.6363 -3.0471 -0.8028
H -0.0956 2.7000 1.2303
C 1.2635 -0.3178 -0.8715
C 1.9884 2.0483 1.5404
N 0.4350 -1.1227 2.8428
C 2.2164 -0.3916 -3.0793
H 2.0989 -0.3084 -4.1598
C 2.6069 2.2480 0.3271
H -3.8167 -1.8305 1.4726
H 2.6227 1.9104 2.4300
C 2.5064 -0.4478 -0.3276
H 4.4571 1.2947 0.8677
H -0.7188 -1.8837 -3.2193
H -3.4217 -3.6718 -1.2554
C 3.4776 -0.6587 -2.5221
C -3.4890 -0.6540 -0.2926
H 0.0963 -0.0903 -2.6934
C 0.5708 1.9912 1.7491
C -2.4333 -0.9744 -2.3091
H 3.1873 -0.1075 2.7957
H -4.9630 2.0454 -0.7700
C -4.1790 -0.9139 0.9900
H 2.5433 -0.4661 0.7797
H -0.6503 -2.0154 5.8371
C 1.0850 -0.2601 -2.2494
H -1.6567 -1.4129 3.3539
C -0.6327 -1.4204 3.6981
C 2.9543 -1.1214 3.1458
C -2.4378 1.4627 -3.1841
C -1.7695 -1.6487 -3.4437
H 1.4387 3.8683 -0.5085
H -1.5327 1.2263 -3.7593
C -3.9295 1.8799 -0.4282
N 1.2292 -1.5243 4.8572
H 3.6088 -1.3575 3.9946
H 2.5548 3.0667 -1.6535
H 0.2539 1.7367 2.7695
C -2.7372 0.4089 -2.1923
C 1.8704 2.8958 -0.8094
H -2.2672 -2.6005 -3.6712
H 4.6116 -0.8587 -0.6780
H -2.6517 -3.2280 0.2789
Pb -0.3780 0.0262 0.7250
H 1.0478 2.2723 -1.1901
C -2.8483 -1.6203 -1.1158
H -3.3304 2.7310 -0.7744
H -5.2616 -1.0436 0.8290
H -1.7918 -1.0267 -4.3465
H -3.9463 1.8915 0.6694
C -3.3988 0.6042 -0.9477
C 3.6360 -0.6758 -1.1357
H -1.6715 -3.4008 -1.1949
H 1.9081 -1.6003 5.6116
H 4.3928 1.9078 -0.7964
*
```

=====

C25H35N3O4PRuS2 | ωB97M-V/def2-TZVPD

Its frontier orbital gap (alpha / beta) is 0.154 / 0.223 Eh. The calculation puts the total energy at -2671.53422 hartree. The energy above the lowest of the compared OMol25 structures with the same formula, charge and spin is 58.42 kcal per mole. The calculation puts the LUMO energy (alpha / beta) at 0.092 / 0.083 Eh. As for the expectation value of S²: 6.035.

The geometry in ORCA input format:
```
! RIJCOSX wB97M-V def2-TZVPD def2/J DEFGRID3
* xyz -1 5
H 1.1904 -4.5570 -4.5106
H 1.1382 5.6573 1.8379
O 0.1307 -4.7101 0.2751
H 3.3772 5.0934 -2.3597
C 1.2784 2.7164 -3.4958
H -2.0139 -4.4676 1.6930
O 1.2797 -4.2094 -1.8835
C 0.3605 0.7297 -2.4259
H -2.8828 1.3651 1.6522
C 1.1440 1.9328 -2.3320
H -2.3942 3.5298 -0.1664
H 3.2180 3.7081 -0.3153
C -2.8030 1.4238 -0.4792
H -0.7951 -1.3885 -2.8020
C -1.6326 -0.4488 2.5903
C -0.6460 -1.2769 -1.7208
H -2.5416 0.7772 -1.3090
C -2.8354 0.6470 0.8335
H -2.5740 -0.9028 2.9287
H -2.7896 -2.0160 0.9447
H 0.1744 -3.1951 -4.0349
H -2.1235 -2.7034 -1.2419
H -0.5737 -4.6910 -4.6161
Ru 0.2248 0.6544 0.5227
C 2.0561 3.8442 -3.5240
N -0.1236 0.0632 -1.4375
H 2.7318 5.7703 3.7052
C -1.3275 -5.2095 2.1023
H 0.7363 2.4090 -4.3851
C 0.2515 -4.2823 -4.0301
C 2.3003 4.8161 3.4234
H -1.4226 -5.1967 3.1892
C -1.8457 2.6260 -0.4620
N -1.6733 -0.2474 1.1262
C 1.4096 4.7531 2.3750
H -3.7423 0.0279 0.8837
H 0.3226 -5.8965 -2.5915
C 2.0899 2.4387 3.7327
C -1.8635 -1.5899 0.5295
C -1.9293 -1.6563 -0.9884
C -0.1569 3.5322 0.9395
H 0.7680 -5.6977 1.9858
S 1.4188 -1.4658 0.8344
C 2.6902 3.4415 -1.2218
H -1.4682 0.5083 3.0757
C 2.6433 3.6529 4.1199
C 0.0921 -4.8842 1.6982
H 0.4530 -3.9665 2.1708
H -0.7404 -4.5638 -2.1264
O 0.7023 1.1546 2.3603
N -0.7613 2.4072 0.4572
S 2.9183 -1.3745 2.1184
H 0.1970 0.3449 -3.4372
H 2.1354 4.4436 -4.4211
P 1.6524 -4.6922 -0.3714
H 0.1406 -1.9807 -1.4294
H -3.8244 1.7654 -0.6744
H -2.7878 -1.0979 -1.3601
H -0.4505 4.4881 0.5072
C 1.1948 2.3455 2.6667
O 1.8825 1.5821 -0.0747
C 0.8105 3.5340 1.9596
H 2.3580 1.5121 4.2256
H -0.7891 -1.0931 2.8332
H -1.6282 -6.1926 1.7381
H 3.3480 3.6903 4.9419
C 0.2070 -4.8070 -2.6137
C 2.7634 4.1994 -2.3585
C 1.8761 2.2755 -1.1595
H -1.0302 -2.2019 0.8752
H -1.4960 2.8018 -1.4935
*
```

=====

C25H35NO7S2SiV | ωB97M-V/def2-TZVPD

Its frontier orbital gap (alpha / beta) is 0.276 / 0.285 Eh. The calculation puts the total energy at -3585.35558 hartree. The energy above the lowest of the compared OMol25 structures with the same formula, charge and spin is 23.84 kcal per mole. The calculation puts the LUMO energy (alpha / beta) at 0.068 / 0.077 Eh. As for the expectation value of S²: 2.020.

The geometry in ORCA input format:
```
! RIJCOSX wB97M-V def2-TZVPD def2/J DEFGRID3
* xyz -1 3
Si 1.6813 -0.3594 -0.9184
C -3.6828 2.0154 -0.8147
H -3.5874 -2.1647 5.6037
H 3.5848 -4.3923 -0.3622
C -3.3435 -1.4056 4.8683
H -3.8905 0.2396 6.1461
C 3.6129 -0.4384 -4.2901
S -1.9287 -1.4272 1.0826
H 1.5219 1.2337 -3.6776
C 2.0418 1.3761 1.3070
O -2.8868 4.0406 0.1677
V -1.4503 0.4261 -0.2276
C 1.9801 -3.0067 0.0427
H 1.6843 -4.6434 1.4217
C 3.4363 -3.3118 -0.2748
C -4.0722 -0.1445 -1.5770
H 4.2658 -1.2914 -4.0852
H 2.9576 3.2400 0.7431
H 4.0839 -2.9338 0.5223
H 3.3037 -0.3290 1.7379
H 3.7301 -2.8366 -1.2143
H -5.2358 3.4593 -1.0920
O -1.4717 2.2804 0.0292
H 4.0656 0.1707 -5.0780
H 2.3227 2.1534 -2.3937
C -2.7292 0.5044 2.9678
H 4.5793 1.4075 -1.5394
H 5.3914 0.0032 -2.2627
H -3.6903 -1.1486 -1.6751
H 1.3298 -3.1692 -2.0249
H -3.3419 1.9458 4.4259
H 0.7524 -0.2031 2.0687
C -7.1575 1.9478 -2.3710
H 1.1906 3.3100 0.9122
O 2.8495 -0.5177 -2.0527
H 2.2308 -3.1312 2.1767
H 0.9435 1.1826 3.1569
C -5.3246 0.2180 -2.0214
H 1.1348 -4.6473 -1.0627
C 3.4109 0.3815 -3.0291
H 2.9526 2.2118 -4.0510
O 1.8322 -1.5792 0.1516
C 1.5866 -3.5542 1.4018
H 2.2199 3.2481 2.3594
H 4.1841 1.1291 1.2288
C -5.7684 1.5221 -1.8560
O 1.8830 1.0308 -0.0839
H -0.0750 1.3503 1.7434
C 4.7424 0.8585 -2.4714
H 2.6511 -0.8152 -4.6474
H 5.2468 1.5202 -3.1825
C -2.8665 -1.7920 3.6229
N -3.2510 0.7418 -0.9869
C -3.2076 0.8914 4.2144
C 0.8459 0.8823 2.1106
S -0.2031 -0.3595 -1.9035
C 3.3375 0.7603 1.8147
H -2.7386 -2.8437 3.3903
H -2.5047 1.2796 2.2454
C -3.5165 -0.0610 5.1746
C 1.0587 -3.5569 -1.0365
H 0.0225 -3.2793 -0.8311
C 2.4913 1.5657 -3.3006
H 3.4952 1.0328 2.8612
H -5.9872 -0.4915 -2.4992
C -4.9194 2.4339 -1.2304
C -2.5467 -0.8431 2.6488
O -7.8461 1.0041 -2.8151
C 2.1070 2.8899 1.3330
C -2.6578 2.9157 -0.1589
O -7.4125 3.1572 -2.2056
H 0.5514 -3.2840 1.6232
*
```